Record 1
Computed, not measured: a structure of composition C30H39BrN4O4PS2W, with wB97M-V/def2-TZVPD.

Its charge is +2. As for the multiplicity: 2. The relative energy (zero: lowest compared OMol25 entry of this formula, charge and spin) is 1.009 eV.

Last column: Löwdin charge in e.
Positions of all 82 atoms, in Å:
W -0.0293 -0.3628 -0.2727  1.62
C -0.2961 -0.6918 -3.5867  -0.06
N -0.9243 -1.4243 -2.4517  -0.23
C -0.5454 -2.8581 -2.6073  -0.17
C -0.4972 -3.5884 -1.2827  -0.18
C 0.8902 -3.4941 -0.7345  -0.20
N 1.3198 -2.0959 -0.4029  -0.11
C 2.5803 -2.1087 -0.0806  -0.11
C 3.3598 -1.1177 0.5773  -0.17
C 4.7433 -1.2609 0.7548  0.01
C 5.4210 -0.3253 1.5033  -0.04
C 4.7159 0.7248 2.1079  -0.02
C 3.3479 0.8734 1.9559  0.02
C 2.6919 -0.0471 1.1509  -0.32
O 1.3845 0.0502 0.9170  -0.42
C -2.4023 -1.3341 -2.6919  -0.18
C -3.3008 -1.9191 -1.6198  -0.12
C -3.1746 -1.1922 -0.2674  -0.20
N -2.2239 -0.0692 -0.4118  -0.18
C -2.7695 1.0575 -0.7114  -0.11
C -2.1285 2.2466 -1.2184  -0.20
C -2.8505 3.4372 -1.3366  0.00
C -2.2599 4.5430 -1.9161  -0.04
C -0.9653 4.4432 -2.4226  -0.02
C -0.2348 3.2652 -2.3347  0.02
C -0.8166 2.1891 -1.6904  -0.33
O -0.1427 1.0255 -1.5467  -0.32
H -0.5057 -1.2321 -4.5133  0.12
H 0.7787 -0.6307 -3.4390  0.04
H -0.7068 0.3078 -3.6668  0.09
H 0.4360 -2.8876 -3.0822  0.11
H -1.2453 -3.3339 -3.2968  0.14
H -0.7575 -4.6408 -1.4001  0.14
H -1.2163 -3.1694 -0.5774  0.07
H 1.5952 -3.8787 -1.4744  0.12
H 0.9930 -4.0896 0.1736  0.13
H 3.1075 -3.0417 -0.2773  0.14
H 5.2636 -2.0951 0.2994  0.13
H 6.4893 -0.4085 1.6435  0.12
H 5.2567 1.4418 2.7127  0.12
H 2.7961 1.6790 2.4207  0.13
H -2.5942 -1.8459 -3.6379  0.14
H -2.6416 -0.2852 -2.8573  0.12
H -3.1170 -2.9862 -1.5031  0.11
H -4.3234 -1.8306 -1.9882  0.13
H -4.1322 -0.7811 0.0496  0.13
H -2.8401 -1.8553 0.5178  0.04
H -3.8549 1.1155 -0.6238  0.16
H -3.8679 3.4851 -0.9673  0.13
H -2.8030 5.4740 -1.9931  0.12
H -0.5173 5.3019 -2.9059  0.12
H 0.7631 3.1821 -2.7422  0.12
C -1.2333 -1.6684 5.4059  -0.07
C -0.1472 -0.7270 4.9452  -0.23
O -0.6501 0.3335 4.0657  -0.31
P -1.2848 0.1381 2.6505  0.00
S -0.7661 1.6559 1.4839  0.56
S -0.7551 -1.6322 1.8008  0.50
O -2.8466 0.0605 2.8148  -0.33
C -3.6328 0.4879 3.9767  -0.22
C -4.4003 1.7388 3.6359  -0.06
H -0.7730 -2.5153 5.9161  0.10
H -1.8124 -2.0687 4.5712  0.06
H -1.9134 -1.1847 6.1055  0.09
H 0.6477 -1.2417 4.4066  0.10
H 0.2885 -0.1803 5.7761  0.13
H -2.9562 0.6420 4.8139  0.11
H -4.2879 -0.3505 4.1999  0.13
H -3.7314 2.5863 3.4852  0.08
H -5.0805 1.9804 4.4532  0.09
H -4.9946 1.5941 2.7334  0.08
Br 3.4931 -1.4603 -3.2447  0.82
C 3.6211 0.3103 -2.5374  -0.70
C 4.7034 1.0746 -2.9526  -0.09
C 4.8232 2.3456 -2.4222  -0.03
C 3.8648 2.7901 -1.5183  -0.03
C 2.8299 1.9388 -1.1897  -0.15
N 2.6987 0.7021 -1.6878  0.03
H 5.4171 0.6794 -3.6601  0.11
H 5.6525 2.9785 -2.7090  0.12
H 3.9166 3.7754 -1.0767  0.12
H 2.0597 2.2558 -0.4937  0.11

---

Record 2
Computed, not measured: a cluster of 2 separate species, C26H22N2 in total, with wB97M-V/def2-TZVPD.

The relative energy (zero: lowest compared OMol25 entry of this formula, charge and spin) is 0.068 eV.

Last column: Löwdin charge in e.
Positions of all 50 atoms, in Å:
C -4.0159 0.6345 1.9155  -0.10
C -3.3444 -0.4544 1.3340  -0.09
C -1.9683 -0.6099 1.5245  -0.05
C -1.2377 0.3232 2.2963  -0.16
C 0.2295 0.2330 2.4763  -0.20
N 0.8457 1.3734 2.6222  0.07
C 1.9900 1.9310 2.8274  -0.26
C 2.1636 3.2858 2.3898  -0.27
N 2.2919 4.3923 2.0139  0.11
C 0.9155 -1.0657 2.4737  -0.15
C 0.2089 -2.2538 2.7898  -0.06
C 0.7842 -3.5042 2.5925  -0.09
C 2.1265 -3.5952 2.1952  -0.10
C 2.8982 -2.4300 2.0870  -0.09
C 2.2951 -1.1673 2.2021  -0.03
C -1.9097 1.4457 2.8176  -0.04
C -3.2942 1.5822 2.6618  -0.09
H -5.1008 0.7278 1.7922  0.10
H -3.8862 -1.1889 0.7294  0.10
H -1.4285 -1.4398 1.0599  0.11
H 2.8612 1.3477 3.1774  0.08
H -0.8193 -2.1767 3.1463  0.11
H 0.1881 -4.4081 2.7300  0.10
H 2.5722 -4.5724 1.9896  0.10
H 3.9760 -2.5110 1.9050  0.10
H 2.8725 -0.2635 2.0047  0.09
H -1.3421 2.2146 3.3487  0.09
H -3.8156 2.4355 3.1058  0.10
C 1.5337 2.2898 7.7410  -0.12
C 0.0961 2.8852 7.5370  -0.15
C 0.1147 3.2826 6.0925  0.02
C 1.3894 3.1489 5.5488  -0.01
C 2.2439 2.4439 6.4146  -0.08
C 3.6262 2.0719 6.2759  -0.15
C 4.3199 2.2306 5.0518  -0.01
C 5.6663 1.9068 4.9194  -0.05
C 6.4018 1.4882 6.0364  -0.06
C 5.7541 1.3472 7.2747  -0.07
C 4.3901 1.5981 7.3902  -0.01
H 2.0379 2.8518 8.5457  0.13
H 1.4895 1.2369 8.0491  0.13
H -0.6613 2.1370 7.8010  0.12
H -0.0408 3.7502 8.2076  0.12
H -0.7732 3.6433 5.5748  0.12
H 1.6930 3.5662 4.5956  0.08
H 3.7833 2.6518 4.2046  0.08
H 6.1508 1.9922 3.9437  0.12
H 7.4642 1.2542 5.9405  0.11
H 6.3225 1.0293 8.1519  0.11
H 3.8984 1.4678 8.3588  0.11

---

Molecular weight values, unit g mol⁻¹, following the record order: 878.52, 362.48.